Entry 1:
ORCA calculation (ωB97M-V/def2-TZVPD) on 2 unconnected molecules or ions with the total composition C6H11NO.

Cartesian coordinates (Å):
C1 2.3781 -0.4164 0.9566
C2 1.2494 0.5736 0.6586
C3 1.2840 1.0451 -0.7818
C4 -0.0114 -0.1079 1.0666
N1 -0.8058 -0.7145 1.6372
H1 2.2817 -1.2992 0.3280
H2 3.3389 0.0499 0.7528
H3 2.3583 -0.7303 1.9968
H4 1.3256 1.4377 1.3301
H5 0.3298 1.5227 -1.0595
H6 2.1063 1.7433 -0.9240
H7 1.3925 0.1996 -1.4710
C5 -2.6212 -1.0988 -0.6495
C6 -2.1834 0.3281 -0.6028
O1 -1.5093 0.8751 -1.4477
H8 -2.6054 -1.5240 0.3536
H9 -1.9792 -1.6783 -1.3095
H10 -3.6488 -1.1305 -1.0206
H11 -2.6801 0.9248 0.1859

Forces on the atoms, in the same order (eV/Å):
0.08 0.09 0.17
-0.27 -0.26 0.16
-0.76 0.17 -0.48
0.78 0.01 0.63
0.00 0.18 -0.24
-0.01 -0.03 -0.05
0.08 0.05 -0.05
0.03 -0.05 0.08
0.01 -0.11 -0.09
0.76 0.03 0.16
0.08 -0.06 -0.02
0.12 0.11 0.16
0.21 -0.25 0.06
-0.99 0.35 -0.74
-0.31 -0.35 0.33
-0.08 0.01 -0.11
-0.02 -0.02 -0.06
0.00 0.07 -0.04
0.29 0.04 0.13

strongest force on any atom	0.025	hartree/bohr
total energy	-365.1832	Eh
relative energy (zero: lowest compared OMol25 entry of this formula, charge and spin)	30.3	kcal/mol

---

Entry 2:
ORCA calculation (ωB97M-V/def2-TZVPD) on 2 unconnected molecules or ions with the total composition C6H11NO.

Cartesian coordinates (Å):
C1 2.3862 -1.1258 -0.7254
C2 1.8583 0.0809 -0.0416
N1 2.6163 0.9937 0.4577
O1 2.2675 2.0457 1.0420
H1 1.9505 -1.2097 -1.7208
H2 2.1144 -2.0289 -0.1774
H3 3.4697 -1.0868 -0.8151
H4 0.7910 0.2191 0.0567
H5 3.6398 0.8425 0.3624
C3 -1.6958 -1.1876 1.4742
C4 -2.0153 -0.0171 0.6814
C5 -2.2028 0.9781 0.0416
C6 -2.3522 2.1738 -0.7604
H6 -0.9861 -0.9157 2.2570
H7 -1.2390 -1.9558 0.8481
H8 -2.5973 -1.5942 1.9310
H9 -2.3421 1.9210 -1.8214
H10 -1.5145 2.8392 -0.5485
H11 -3.2800 2.6933 -0.5267

Forces on the atoms, in the same order (eV/Å):
0.04 0.04 0.06
-0.28 -0.29 -0.11
0.53 -0.50 -0.33
-0.12 0.68 0.40
0.07 -0.03 -0.07
0.03 -0.06 0.01
0.11 -0.07 -0.06
-0.06 0.22 0.10
-0.39 0.02 0.00
0.03 -0.15 0.10
0.07 0.27 -0.15
0.04 -0.36 0.09
0.06 0.22 -0.09
-0.05 -0.11 0.06
-0.05 -0.07 0.07
0.07 -0.11 0.08
-0.03 0.10 0.00
-0.06 0.13 -0.11
-0.02 0.05 -0.05

strongest force on any atom	0.016	hartree/bohr
total energy	-365.0685	Eh
relative energy (zero: lowest compared OMol25 entry of this formula, charge and spin)	102.3	kcal/mol

---

Entry 3:
ORCA calculation (ωB97M-V/def2-TZVPD) on a molecular structure, C6H11NO2.

Cartesian coordinates (Å):
C1 0.5965 -0.9388 0.1215
C2 1.4214 -1.0649 -1.1108
C3 -1.5750 -0.9378 1.3485
C4 0.3397 1.8939 -1.1076
C5 -0.7374 -0.5520 0.1468
C6 -0.5419 1.3300 -0.0433
O1 1.1570 -1.3572 1.2980
N1 -1.0314 1.9788 0.8982
O2 -1.3857 -0.0822 -0.9342
H1 2.1136 -1.4301 1.1936
H2 -1.5459 1.5125 1.6338
H3 0.8027 -0.9142 -1.9933
H4 1.8399 -2.0764 -1.1596
H5 2.2656 -0.3659 -1.1260
H6 -2.5646 -0.4921 1.2561
H7 -1.6947 -2.0232 1.3752
H8 -1.1164 -0.6370 2.2914
H9 0.2680 1.3227 -2.0251
H10 0.0100 2.9172 -1.2910
H11 1.3786 1.9167 -0.7721

Forces on the atoms, in the same order (eV/Å):
-0.84 0.29 -0.19
0.08 0.02 0.03
0.06 0.20 -0.03
0.19 -0.35 -0.14
0.86 -1.03 0.36
-0.83 0.17 -0.26
0.03 0.03 -0.01
0.33 -0.60 -0.24
0.45 1.07 0.47
-0.15 0.01 -0.02
-0.17 0.02 -0.13
0.04 0.08 0.05
-0.04 0.03 0.05
-0.05 0.01 -0.06
0.05 0.02 -0.03
0.04 0.04 0.00
0.05 -0.01 0.00
-0.01 0.01 0.02
0.00 -0.08 0.10
-0.08 0.05 0.02

strongest force on any atom	0.027	hartree/bohr
total energy	-440.3331	Eh
relative energy (zero: lowest compared OMol25 entry of this formula, charge and spin)	96.7	kcal/mol

---

Entry 4:
ORCA calculation (ωB97M-V/def2-TZVPD) on 2 unconnected molecules or ions with the total composition C6H11NO2.

Cartesian coordinates (Å):
C1 -1.5401 1.5680 -1.0716
C2 -2.1951 0.5203 -0.4826
C3 -2.9443 -0.4276 -0.0397
O1 -0.3923 -0.0615 1.1494
H1 -0.5939 0.2946 2.0287
H2 -0.3240 1.6627 -0.6161
H3 -1.3641 1.4293 -2.1373
H4 -1.9371 2.5493 -0.8127
H5 -2.5909 -1.1263 0.7100
H6 -3.9578 -0.5694 -0.4055
C4 2.3589 -1.5622 0.4978
C5 1.5590 -0.4736 -0.1547
C6 0.9260 0.5435 0.8218
N1 1.3155 -0.3308 -1.3891
O2 1.5822 0.9470 1.8078
H7 1.8231 -1.0086 -1.9606
H8 0.6074 1.5394 0.0129
H9 3.1234 -1.1165 1.1358
H10 1.7159 -2.1623 1.1456
H11 2.8281 -2.2153 -0.2396

Forces on the atoms, in the same order (eV/Å):
-0.36 0.02 -0.13
0.31 0.39 -0.03
0.04 -0.17 0.15
0.19 0.43 -0.48
0.21 0.04 -0.04
-0.06 -0.60 0.34
0.25 -0.04 0.08
0.07 -0.03 0.09
0.15 0.07 0.00
0.10 0.17 -0.12
0.18 0.13 0.06
-0.42 0.18 -0.34
-0.11 -0.45 0.94
0.33 0.20 -0.04
-0.27 0.12 -0.58
-0.17 -0.14 0.14
-0.30 -0.47 0.01
-0.04 -0.01 0.00
-0.04 0.09 -0.03
-0.06 0.07 -0.02

strongest force on any atom	0.020	hartree/bohr
total energy	-440.2506	Eh
relative energy (zero: lowest compared OMol25 entry of this formula, charge and spin)	148.5	kcal/mol

---

Entry 5:
ORCA calculation (ωB97M-V/def2-TZVPD) on 2 unconnected molecules or ions with the total composition C6H11NO2.

Cartesian coordinates (Å):
C1 2.0833 -0.9563 -1.3025
C2 1.0183 -0.8025 -0.4987
C3 -0.6260 -0.4730 -1.2020
O1 -1.2964 -1.4664 -1.3983
O2 -0.4550 0.4797 -2.1676
H1 2.1730 -0.4575 -2.2623
H2 2.8919 -1.6367 -1.0595
H3 0.9397 -1.4542 0.3682
H4 -0.7978 0.0922 -2.9886
C4 1.0291 1.0967 1.7491
C5 0.4449 0.9055 0.5175
N1 -0.9959 0.6710 0.3936
C6 -1.9038 -0.1857 1.1706
H5 0.6498 0.6222 2.6446
H6 2.0022 1.5725 1.7503
H7 0.7060 1.6179 -0.2614
H8 -1.4185 1.6035 0.4812
H9 -1.5946 -1.2246 1.0967
H10 -2.9024 -0.0900 0.7460
H11 -1.9480 0.0855 2.2231

Forces on the atoms, in the same order (eV/Å):
-0.62 0.29 -0.02
-1.98 -1.32 -1.47
3.38 -1.71 -0.75
-0.19 1.03 0.90
-0.18 0.40 -0.10
-0.14 0.10 0.08
0.00 0.15 0.24
0.00 0.10 -0.02
-0.14 0.11 0.27
-0.35 -0.73 -1.89
-0.79 2.72 3.47
-0.69 0.18 -0.56
0.94 -0.36 0.55
0.02 0.09 0.03
-0.01 -0.12 0.27
0.34 -0.66 -0.24
0.27 -0.33 -0.75
-0.04 -0.05 -0.07
0.14 0.00 -0.13
0.04 0.11 0.18

strongest force on any atom	0.087	hartree/bohr
total energy	-440.2848	Eh
relative energy (zero: lowest compared OMol25 entry of this formula, charge and spin)	127.0	kcal/mol

---

Entry 6:
ORCA calculation (ωB97M-V/def2-TZVPD) on C6H11NO2 in the gas phase.

Cartesian coordinates (Å):
C1 1.4986 1.8934 0.7767
N1 1.6393 0.9696 -0.0296
C2 1.8617 -0.5573 0.6709
C3 2.6166 -1.1941 -0.4265
O1 3.7675 -0.9972 -0.6373
O2 0.5979 -1.0426 0.9350
C4 -0.3108 -1.2699 -0.0675
C5 -1.6379 -0.5882 0.2487
C6 -1.6668 0.9016 -0.1258
H1 1.2425 2.7833 0.2332
H2 1.3455 1.7632 1.8604
H3 2.4421 -0.5797 1.6639
H4 2.0025 -1.8646 -1.2034
H5 -0.5678 -2.3033 -0.0603
H6 -0.1333 -0.9010 -1.1325
H7 -2.2591 -1.1926 -0.3263
H8 -1.8644 -0.8294 1.3298
H9 -2.6434 1.1766 -0.4739
H10 -1.5920 1.4866 0.7250
H11 -0.8543 1.1142 -0.7617

Forces on the atoms, in the same order (eV/Å):
-1.25 0.45 0.79
1.53 -4.36 0.25
-0.72 2.76 0.44
-1.20 -1.78 -2.27
1.06 0.15 0.17
1.76 0.20 1.14
-2.05 1.11 -1.83
1.27 0.32 1.84
-1.19 -1.91 0.43
0.03 1.16 0.59
0.51 0.36 -0.21
-0.78 0.49 -1.56
0.80 1.06 1.52
0.34 -1.15 -0.37
0.86 -0.65 1.35
-1.87 -0.58 -1.10
0.02 0.55 -1.03
-0.36 0.10 -0.91
0.65 1.21 1.86
0.58 0.52 -1.10

strongest force on any atom	0.090	hartree/bohr
total energy	-440.3333	Eh
relative energy (zero: lowest compared OMol25 entry of this formula, charge and spin)	96.6	kcal/mol

---

Entry 7:
ORCA calculation (ωB97M-V/def2-TZVPD) on 2 unconnected molecules or ions with the total composition C6H11NO3.

Cartesian coordinates (Å):
C1 -0.3183 1.6144 -1.5194
C2 -0.0228 -1.4927 -1.1808
C3 1.6596 -0.1962 0.0260
C4 -0.1588 -1.2818 1.1892
C5 -0.6514 0.7160 -0.3818
C6 0.2250 -0.5071 -0.0705
N1 -0.7164 2.2763 1.7963
O1 0.9280 1.7854 -1.7636
O2 -1.2270 1.5390 2.7996
O3 -1.2081 1.9698 -2.3174
H1 0.8185 -2.1506 -1.2932
H2 -0.9698 -2.0356 -0.9855
H3 -0.2582 -0.9746 -2.2203
H4 2.2191 -0.3423 -0.8583
H5 2.1681 -0.5841 0.9514
H6 1.5740 0.8540 0.2164
H7 0.5918 -1.1193 1.9506
H8 -1.2194 -0.9932 1.5248
H9 -0.2957 -2.3144 1.0846
H10 -1.6482 0.4658 -0.3302
H11 -1.4901 2.7710 1.3822

Forces on the atoms, in the same order (eV/Å):
2.28 -0.97 -0.93
-2.04 0.70 -3.11
1.27 1.29 2.08
-2.38 2.11 1.31
1.76 0.13 0.39
-1.41 -0.69 -0.24
0.68 -1.59 1.43
-0.39 0.29 0.41
0.31 0.85 -0.82
-1.47 0.51 0.03
0.33 -0.73 -0.13
0.50 -0.12 -0.08
0.90 -0.82 1.91
0.68 -0.13 -0.89
-0.30 -0.29 -0.99
1.02 0.89 -0.03
-0.43 0.23 0.62
1.61 0.17 0.01
0.43 -1.90 -0.74
-2.42 -0.30 0.37
-0.95 0.37 -0.59

strongest force on any atom	0.074	hartree/bohr
total energy	-515.4708	Eh
charge	-2
relative energy (zero: lowest compared OMol25 entry of this formula, charge and spin)	44.4	kcal/mol

---

Entry 8:
ORCA calculation (ωB97M-V/def2-TZVPD) on 2 unconnected molecules or ions with the total composition C6H11NO3.

Cartesian coordinates (Å):
C1 0.5277 1.2094 -2.2963
C2 1.0065 1.0577 -1.0681
C3 1.0209 -0.2562 -0.3840
C4 2.1317 -0.4326 0.6127
O1 0.4216 -1.2441 -0.8565
H1 0.1355 0.3645 -2.8442
H2 0.4515 2.1772 -2.7677
H3 1.3877 1.8944 -0.4988
H4 2.1433 -1.4409 1.0169
H5 1.9871 0.2805 1.4271
H6 3.0832 -0.2096 0.1368
C5 -0.8207 -0.8594 1.9303
O2 -0.7280 0.3332 1.1548
C6 -1.8630 0.5917 0.2913
N1 -2.0646 -0.4009 -0.5867
O3 -2.4415 1.6283 0.4390
H7 -0.1864 -0.7202 2.8067
H8 -1.8617 -1.0463 2.2287
H9 -0.4612 -1.7171 1.3606
H10 -2.7139 -0.1601 -1.3214
H11 -1.1556 -1.0496 -0.7811

Forces on the atoms, in the same order (eV/Å):
-0.23 -0.06 0.19
-0.60 0.23 0.21
0.85 -1.64 -1.84
-0.65 0.06 0.62
0.93 0.97 0.82
0.02 -0.12 0.00
0.22 0.09 -0.04
0.04 0.09 -0.02
-0.01 -0.05 -0.07
0.13 0.03 0.01
0.06 0.03 -0.13
-0.27 -0.13 -0.02
-1.05 0.29 -0.45
1.27 0.09 1.07
1.78 -1.48 -0.27
-0.24 0.00 -0.25
-0.14 0.01 -0.02
0.32 0.07 0.07
-0.01 -0.11 0.00
0.10 -0.24 0.01
-2.50 1.86 0.12

strongest force on any atom	0.061	hartree/bohr
total energy	-515.6673	Eh
relative energy (zero: lowest compared OMol25 entry of this formula, charge and spin)	52.0	kcal/mol

---

Entry 9:
ORCA calculation (ωB97M-V/def2-TZVPD) on a molecular structure, C6H11NO3.

Cartesian coordinates (Å):
C1 1.0563 -1.0801 0.3225
C2 1.5105 -1.0450 1.7513
C3 0.8199 1.3749 -0.0691
C4 -0.7850 0.3518 -1.8789
C5 -2.0418 0.4451 0.2844
C6 -0.7167 0.1173 -0.3810
O1 2.0023 -1.5471 -0.5162
O2 -2.7289 -0.5907 0.7976
N1 -0.2326 -1.0840 0.0743
O3 -2.4825 1.5664 0.3699
H1 1.6377 -1.5571 -1.4145
H2 -3.5183 -0.2486 1.2457
H3 0.7688 -0.5521 2.3743
H4 1.5994 -2.0863 2.0716
H5 2.4776 -0.5546 1.8441
H6 1.8039 1.3514 0.3879
H7 1.0444 1.8575 -1.0157
H8 0.2306 2.0818 0.5102
H9 -1.5878 -0.2712 -2.2808
H10 0.1511 0.0796 -2.3616
H11 -1.0088 1.3911 -2.1159

Forces on the atoms, in the same order (eV/Å):
-1.66 -2.54 0.30
0.55 0.68 -0.28
-2.82 1.20 -0.24
-0.55 -0.08 -0.14
-0.59 1.35 0.54
2.46 1.65 0.17
-0.37 0.71 0.57
0.61 -0.57 -0.15
2.45 -1.31 -0.59
0.22 0.11 -0.21
-0.23 -0.19 0.10
0.17 0.23 -0.25
0.00 0.00 -0.15
0.01 0.04 -0.07
0.12 -0.13 0.14
-0.02 -1.31 0.63
-0.48 -0.16 -0.40
0.17 0.40 0.06
-0.01 -0.07 -0.15
0.01 -0.05 0.06
-0.02 0.03 0.06

strongest force on any atom	0.060	hartree/bohr
total energy	-515.5697	Eh
relative energy (zero: lowest compared OMol25 entry of this formula, charge and spin)	113.3	kcal/mol

---

Entry 10:
ORCA calculation (ωB97M-V/def2-TZVPD) on a molecular structure, C6H11NO3S.

Cartesian coordinates (Å):
C1 0.0648 -0.0431 -0.9147
C2 -0.0943 -1.0564 1.3501
C3 0.3614 -0.7856 -2.2325
C4 -1.0050 -1.8925 2.1221
C5 -0.8929 1.0940 -1.0284
C6 0.8865 -0.4333 1.9615
N1 0.8571 3.4791 -0.9881
O1 1.3104 0.6791 -0.5277
O2 -0.2325 -1.0924 -0.0458
O3 0.0318 2.4066 1.0193
S1 0.4258 2.1586 -0.3334
H1 0.5048 -0.2475 -3.0921
H2 1.2637 -1.4079 -2.0154
H3 -0.5829 -1.4211 -2.3047
H4 -0.2865 -2.4646 2.8294
H5 -1.6714 -1.4339 2.7568
H6 -1.5029 -2.6342 1.4873
H7 -1.3066 1.1108 -2.1975
H8 -1.8601 0.9879 -0.4181
H9 0.7871 -0.4072 3.0428
H10 1.7299 -0.0035 1.4579
H11 1.2118 3.4072 -1.9286

Forces on the atoms, in the same order (eV/Å):
2.25 -1.66 -0.82
0.70 1.35 -1.17
-1.23 -2.65 3.16
1.93 -3.47 0.06
-2.72 -0.25 -2.15
0.46 0.22 0.53
0.12 -1.92 0.42
-1.99 2.25 -0.36
-0.50 -0.42 0.72
0.44 -0.62 0.24
-0.81 1.31 -0.48
0.26 1.77 -1.85
-0.89 0.24 -0.37
1.45 0.40 -0.43
-1.49 0.52 -1.09
-1.75 1.43 1.07
-0.03 0.18 0.20
1.48 0.75 3.04
1.79 0.49 -0.47
0.52 -0.08 -0.11
-0.10 0.36 0.23
0.11 -0.21 -0.39

strongest force on any atom	0.084	hartree/bohr
total energy	-913.7237	Eh
relative energy (zero: lowest compared OMol25 entry of this formula, charge and spin)	114.1	kcal/mol